1.
DFT (wB97M-V/def2-TZVPD) results for an isolated molecule of C5H6BrNS.

Last column: Mulliken charge in e.
Cartesian coordinates (Å):
C 2.144 1.214 0.042  0.08
C 1.702 1.324 1.408  -0.42
C -0.402 0.489 0.225  -0.10
C -1.106 -1.715 -0.674  -1.14
C -1.449 -0.238 -0.538  0.20
N 1.549 0.620 -0.935  -0.48
S 0.047 0.866 1.700  0.02
Br -3.292 -0.148 0.393  -0.18
H 3.142 1.602 -0.139  0.36
H 2.235 2.047 2.140  0.30
H -1.893 -2.352 -0.910  0.45
H -0.707 -2.171 0.304  0.29
H -0.347 -1.840 -1.489  0.32
H -1.624 0.301 -1.527  0.30

* max |F|: 3.69 eV/Å
* frontier orbital gap (spin up / spin down): 7.46 / 7.48 eV
* LUMO energy (spin up / spin down): -0.77 / -0.74 eV
* relative energy (zero: lowest compared OMol25 entry of this formula, charge and spin): 4.878 eV

2.
DFT (wB97M-V/def2-TZVPD) results for a structure of composition CH9O4Pd.

Last column: Mulliken spin population.
Cartesian coordinates (Å):
Pd -0.045 0.214 0.173  1.16
C -0.467 -1.462 -1.491  -0.01
O -1.118 -0.563 -0.703  0.56
H -0.238 -1.156 -2.494  0.01
H -1.083 -2.337 -1.598  0.01
H 0.428 -1.715 -1.056  0.02
O 0.585 -0.727 1.446  0.09
H 0.012 -1.484 1.804  0.01
H 0.912 -0.272 2.250  0.00
O -0.705 1.556 1.183  0.01
H -1.649 1.503 1.378  0.01
H -0.626 2.529 1.292  0.00
O 1.208 0.921 -0.679  0.12
H 1.877 1.405 -0.195  0.02
H 0.912 1.581 -1.303  0.00

* max |F|: 17.64 eV/Å
* 2S+1: 3
* ⟨S²⟩: 2.01
* frontier orbital gap (spin up / spin down): 7.28 / 6.99 eV
* LUMO energy (spin up / spin down): -4.00 / -4.06 eV
* net charge: +1

3.
DFT (wB97M-V/def2-TZVPD) results for a structure of composition C7H13NO.

Last column: Mulliken charge in e.
Cartesian coordinates (Å):
C 0.588 0.965 -0.886  -0.32
C 0.762 -1.859 1.885  -0.92
C 0.796 2.109 0.059  -1.12
C 0.084 -1.792 -0.949  -1.46
C -0.176 -0.671 0.048  1.74
C -1.355 0.125 -0.176  -0.47
C -2.230 1.060 0.074  -0.88
O 0.076 1.241 -2.119  -0.49
N 0.308 -0.624 1.285  -0.58
H -0.728 1.775 -2.019  0.49
H 1.482 0.368 -1.029  0.51
H -0.072 -2.542 2.109  0.27
H 1.474 -2.426 1.267  0.29
H 1.252 -1.633 2.834  0.31
H 1.667 2.683 -0.273  0.37
H -0.056 2.792 0.070  0.23
H 0.971 1.719 1.062  0.34
H -0.486 -2.677 -0.660  0.37
H -0.221 -1.492 -1.951  0.40
H 1.144 -2.051 -0.971  0.43
H -3.293 0.837 0.006  0.25
H -1.988 2.091 0.334  0.24

* max |F|: 1.14 eV/Å
* frontier orbital gap (spin up / spin down): 7.33 / 7.34 eV
* LUMO energy (spin up / spin down): 0.18 / 0.18 eV
* relative energy (zero: lowest compared OMol25 entry of this formula, charge and spin): 5.700 eV